Entry 1:
The following is a DFT calculation (wB97M-V/def2-TZVPD) of C3H3FI2O as an isolated structure at a distorted geometry.

Last column: natural (NBO) charge in e.
Cartesian coordinates (Å):
C 1.02 0.32 -0.63  0.363
C -0.05 0.13 0.37  -0.431
C 1.26 -1.11 1.72  -0.035
O 1.98 1.01 -0.52  -0.541
F 1.12 -2.23 1.03  -0.366
I 0.13 -1.27 3.59  0.161
I 3.01 -0.03 1.87  0.337
H 0.76 -0.33 -1.50  0.095
H -0.96 -0.38 0.25  0.217
H -0.02 0.83 1.12  0.200

Calculated values
E = -24122.0063 eV
E_HOMO = -0.330 hartree
Net charge = 0
Energy relative to the best compared isomer or geometry (same formula, charge and spin) = 2.191 eV
HOMO-LUMO gap = 0.293 Eh

=====

Entry 2:
The following is a DFT calculation (wB97M-V/def2-TZVPD) of a 2-piece molecular cluster, C6H11N5 overall at a distorted geometry.

Last column: natural (NBO) charge in e.
Cartesian coordinates (Å):
C -2.72 1.33 0.53  0.108
C 1.65 -1.89 -0.21  -0.420
C 1.75 -0.34 -0.56  -0.481
C 0.74 -1.82 1.03  -0.233
C 0.69 0.29 0.43  0.353
C 0.46 1.78 0.32  -0.703
N -2.32 0.04 0.49  -0.489
N -3.61 1.38 -0.47  -0.482
N -2.97 -0.67 -0.52  -0.026
N -3.75 0.07 -1.07  -0.044
N 0.15 -0.53 1.22  -0.465
H 0.98 -2.46 -0.90  0.208
H 2.47 -2.42 -0.05  0.210
H 2.79 -0.07 -0.33  0.222
H 1.65 -0.17 -1.59  0.225
H -0.20 -2.51 1.09  0.205
H 1.34 -2.00 2.01  0.197
H 1.15 2.39 1.01  0.248
H -0.39 2.09 0.87  0.262
H 0.31 2.02 -0.67  0.225
H -3.99 2.18 -1.00  0.426
H -1.48 -0.17 1.04  0.453

Calculated values
E = -13846.9163 eV
E_HOMO = -0.338 hartree
Net charge = 0
Energy relative to the best compared isomer or geometry (same formula, charge and spin) = 4.064 eV
HOMO-LUMO gap = 0.372 Eh

=====

Entry 3:
The following is a DFT calculation (wB97M-V/def2-TZVPD) of C19H33BBeCl6F2KLiMgO7Si as an isolated structure at a distorted geometry.

Last column: Mulliken charge in e.
Cartesian coordinates (Å):
C 5.95 1.12 2.11  -1.475
C 5.40 2.05 0.98  0.722
B 5.44 1.33 -0.44  0.321
O 5.07 0.01 -0.48  -0.642
C 5.93 2.10 -1.75  -0.629
C 4.78 2.78 -2.46  1.185
F 5.28 3.31 -3.63  -0.339
F 3.85 1.84 -2.79  -0.245
C 4.19 3.96 -1.65  -0.709
C 2.64 4.07 -1.64  -0.709
Si 1.84 3.85 0.08  0.339
C 0.18 4.77 -0.03  -1.301
C 2.83 4.66 1.51  -1.142
C 1.39 2.04 0.42  0.850
C 0.99 1.26 -0.68  -0.805
C 0.61 -0.06 -0.47  -0.624
C 0.62 -0.61 0.81  -0.237
C 1.04 0.18 1.88  -0.670
C 1.43 1.52 1.72  -0.151
H 5.62 1.45 3.10  0.378
H 7.04 1.15 2.11  0.370
H 5.64 0.08 1.96  0.362
H 6.02 2.96 0.98  0.198
H 4.39 2.37 1.27  -0.426
H 4.53 -0.18 -1.25  0.294
H 6.63 2.91 -1.41  0.153
H 4.56 4.00 -0.61  0.367
H 4.59 4.92 -2.15  -0.132
H 2.15 3.43 -2.38  0.520
H 2.40 5.10 -1.94  0.567
H -0.63 4.08 0.25  0.353
H 0.15 5.62 0.66  0.379
H -0.01 5.06 -1.07  0.354
H 2.98 4.00 2.37  0.301
H 2.23 5.52 1.87  0.700
H 3.81 5.07 1.20  -0.260
H 0.96 1.69 -1.67  0.356
H 0.27 -0.66 -1.32  -0.022
H 0.30 -1.65 0.92  0.694
H 1.07 -0.26 2.90  0.473
H 1.72 2.12 2.57  0.451
Mg -0.85 -1.09 3.21  0.673
O -4.71 -2.96 5.65  -0.659
Cl -4.49 -2.37 4.36  1.619
O -4.70 -0.97 4.39  -0.608
O -5.30 -3.00 3.37  -0.491
O -3.05 -2.61 3.99  -0.630
Li -2.24 -4.33 4.58  0.857
Cl -0.78 -2.15 -2.09  -0.010
C -4.29 -1.73 0.03  0.431
Cl -2.92 -2.68 0.66  -0.109
Cl -4.90 -0.63 1.26  -0.115
Cl -3.81 -0.84 -1.41  -0.130
H -5.08 -2.41 -0.24  0.005
O -7.25 -1.52 -0.85  -0.586
H -7.69 -1.68 -0.01  0.315
H -7.51 -0.62 -1.08  0.291
C -5.24 -6.40 -2.78  -0.538
C -5.23 -6.63 -1.28  -0.642
C -4.40 -5.46 -0.78  -0.259
O -4.62 -4.38 -1.70  -0.237
C -5.30 -4.88 -2.86  -0.511
H -6.06 -6.88 -3.30  0.342
H -4.30 -6.76 -3.22  0.223
H -6.25 -6.56 -0.89  0.292
H -4.82 -7.60 -0.98  0.347
H -3.33 -5.69 -0.79  0.198
H -4.67 -5.14 0.23  0.223
H -6.34 -4.52 -2.83  0.298
H -4.83 -4.48 -3.76  0.279
Cl -1.42 -4.19 -2.56  -0.076
K 4.58 7.01 1.15  0.781
Be 5.95 5.20 -1.34  0.255

Calculated values
E = -146042.0653 eV
E_HOMO = -0.393 hartree
Net charge = +2
HOMO-LUMO gap = 0.059 Eh

=====

Entry 4:
The following is a DFT calculation (wB97M-V/def2-TZVPD) of C3H6S2 as an isolated structure at a distorted geometry.

Last column: natural (NBO) charge in e.
Cartesian coordinates (Å):
C -0.53 0.20 0.08  -0.388
C 0.37 -0.58 1.10  -0.510
C 0.62 0.78 -0.67  -0.503
H -1.32 -1.11 -1.83  0.127
H -0.98 0.98 0.74  0.234
H -0.05 -0.58 2.15  0.216
H 0.51 -1.67 0.96  0.216
H 0.94 0.33 -1.59  0.214
H 0.53 1.80 -0.95  0.219
S -1.89 -0.62 -0.69  -0.003
S 1.79 0.49 0.70  0.177

Calculated values
E = -24877.7751 eV
E_HOMO = -0.324 hartree
Net charge = 0
Energy relative to the best compared isomer or geometry (same formula, charge and spin) = 0.933 eV
HOMO-LUMO gap = 0.356 Eh

=====

Entry 5:
The following is a DFT calculation (wB97M-V/def2-TZVPD) of a 9-piece molecular cluster, C46H71F12I2N9O4P overall at a distorted geometry.

Last column: Mulliken charge in e.
Cartesian coordinates (Å):
C 6.83 2.34 2.24  -0.298
C 6.09 1.60 3.31  0.476
O 5.77 2.12 4.34  -0.602
O 5.84 0.28 3.08  -0.334
C 4.57 0.03 2.39  -0.557
O 3.59 0.33 2.97  -0.510
C 4.86 -0.65 1.09  -0.660
P 3.45 -1.13 -0.18  3.634
N 2.67 0.36 0.27  -0.221
C 2.55 -2.08 1.27  -1.157
C 3.33 -2.92 2.27  -0.939
O 3.12 -2.44 3.60  -0.446
C 1.90 -1.49 -1.39  -1.022
I 1.16 -3.53 -1.66  -0.204
C 1.13 -0.66 -2.09  -0.028
C -0.06 -1.03 -2.93  -1.695
I 1.39 1.45 -2.34  -0.080
C 4.32 -2.82 -0.67  -0.317
F 3.73 -3.93 -0.16  -0.254
F 5.62 -2.94 -0.31  -0.228
F 4.28 -3.05 -2.01  -0.304
C 4.54 -0.27 -1.62  0.449
F 3.97 -0.46 -2.84  -0.351
F 4.57 1.09 -1.46  -0.175
C 6.06 -0.58 -1.97  0.635
F 6.31 -1.74 -2.59  -0.306
F 6.31 0.34 -3.01  -0.389
C 7.28 -0.24 -1.10  0.579
F 7.23 1.02 -0.61  -0.140
F 7.44 -1.08 -0.05  -0.309
C 8.65 -0.30 -1.87  0.294
F 9.59 -0.08 -0.90  -0.280
F 8.95 -1.48 -2.40  -0.246
F 8.80 0.71 -2.73  -0.246
H 6.27 2.41 1.32  -0.100
H 7.03 3.33 2.62  0.326
H 7.79 1.86 2.08  0.349
H 5.60 -1.40 1.32  0.840
H 5.42 0.16 0.62  -0.214
H 3.16 1.24 0.31  0.135
H 1.69 0.37 0.44  0.376
H 1.75 -2.70 0.91  0.341
H 2.01 -1.37 1.88  0.883
H 4.37 -3.11 2.05  0.323
H 2.89 -3.92 2.26  0.372
H 3.51 -3.07 4.20  0.286
H -0.84 -1.48 -2.32  0.359
H -0.50 -0.16 -3.38  0.440
H 0.21 -1.69 -3.73  0.398
C -2.28 -5.71 0.19  -1.155
C -3.48 -6.12 -0.66  -0.138
C -3.09 -6.39 -2.12  -0.503
C -2.51 -5.21 -2.76  0.273
N -2.00 -4.31 -3.27  -0.408
H -1.83 -4.78 -0.16  0.242
H -2.58 -5.56 1.22  0.365
H -1.50 -6.48 0.18  0.297
H -4.22 -5.34 -0.62  0.115
H -3.93 -7.02 -0.25  0.336
H -3.96 -6.70 -2.70  0.302
H -2.35 -7.20 -2.17  0.285
C 8.69 6.49 0.78  -1.137
C 9.33 5.79 -0.41  -0.347
C 8.33 5.49 -1.53  -0.161
C 7.26 4.61 -1.05  0.242
N 6.40 3.95 -0.68  -0.430
H 7.92 5.87 1.25  0.249
H 9.43 6.71 1.54  0.348
H 8.22 7.43 0.48  0.323
H 9.79 4.86 -0.07  0.278
H 10.12 6.42 -0.81  0.323
H 8.84 5.00 -2.36  -0.043
H 7.87 6.41 -1.90  0.329
C -7.89 -2.70 0.62  -0.908
C -8.14 -3.28 -0.77  -0.428
C -8.42 -4.79 -0.73  -0.439
C -7.28 -5.51 -0.17  0.309
N -6.37 -6.04 0.28  -0.438
H -7.01 -3.14 1.09  0.383
H -7.73 -1.63 0.55  0.332
H -8.75 -2.87 1.27  0.029
H -7.27 -3.09 -1.40  0.313
H -8.99 -2.78 -1.23  0.289
H -8.60 -5.17 -1.74  0.304
H -9.30 -5.00 -0.13  0.236
C -11.07 -1.74 4.57  -1.200
C -12.25 -2.08 3.66  -0.384
C -11.83 -2.29 2.20  -0.285
C -11.22 -1.08 1.65  0.238
N -10.76 -0.13 1.23  -0.478
H -10.60 -0.80 4.27  0.348
H -11.40 -1.62 5.60  0.352
H -10.31 -2.52 4.54  0.308
H -12.99 -1.28 3.71  0.249
H -12.73 -2.99 4.02  0.327
H -12.70 -2.55 1.59  0.320
H -11.11 -3.11 2.12  0.224
C 12.82 2.42 -6.14  -1.254
C 11.76 1.89 -5.18  -0.460
C 10.84 3.00 -4.64  0.230
C 11.60 4.00 -3.89  0.229
N 12.21 4.77 -3.31  -0.493
H 13.49 3.12 -5.64  0.344
H 13.43 1.60 -6.52  0.359
H 12.36 2.92 -6.99  0.309
H 12.24 1.39 -4.34  0.308
H 11.15 1.15 -5.69  0.361
H 10.09 2.57 -3.97  -0.198
H 10.32 3.49 -5.46  0.316
C 1.53 1.76 7.82  -1.276
C 2.29 1.11 6.66  -0.368
C 1.40 0.81 5.45  0.565
C 0.33 -0.11 5.81  0.197
N -0.51 -0.84 6.09  -0.509
H 0.75 1.10 8.20  0.327
H 2.21 1.98 8.64  0.370
H 1.06 2.69 7.50  0.311
H 2.75 0.19 7.01  0.285
H 3.10 1.77 6.34  0.295
H 2.00 0.37 4.66  -0.444
H 0.96 1.73 5.07  0.320
C -12.01 3.56 0.79  -0.955
C -13.47 3.95 0.65  -0.411
C -14.28 3.68 1.92  -0.485
C -14.27 2.26 2.26  0.286
N -14.26 1.14 2.51  -0.403
H -11.90 2.49 0.98  0.217
H -11.46 3.78 -0.12  0.316
H -11.53 4.09 1.62  0.294
H -13.91 3.40 -0.19  0.288
H -13.54 5.01 0.40  0.302
H -15.32 3.99 1.78  0.287
H -13.88 4.24 2.76  0.274
C -4.22 0.42 -5.35  -1.085
C -4.84 0.80 -4.01  -0.386
C -4.35 2.15 -3.49  -0.453
C -2.91 2.13 -3.29  0.236
N -1.77 2.08 -3.14  -0.358
H -3.14 0.31 -5.27  0.275
H -4.62 -0.53 -5.71  0.324
H -4.44 1.18 -6.11  0.313
H -4.62 0.02 -3.28  0.289
H -5.93 0.84 -4.12  0.304
H -4.83 2.39 -2.53  0.267
H -4.60 2.95 -4.19  0.275

Calculated values
E = -128551.6390 eV
E_HOMO = -0.177 hartree
Net charge = -1
HOMO-LUMO gap = 0.234 Eh

=====

Entry 6:
The following is a DFT calculation (wB97M-V/def2-TZVPD) of C25H26AsN4O5PbS5 as an isolated structure at a distorted geometry.

Last column: natural (NBO) charge in e.
Cartesian coordinates (Å):
Pb -1.91 1.30 -0.35  1.515
O -3.03 1.01 6.08  -0.666
C -2.87 1.11 4.73  0.351
C -3.87 0.76 3.81  -0.315
C -3.56 0.88 2.45  0.146
N -2.36 1.29 2.04  -0.561
C -1.43 1.70 2.92  0.131
C -1.60 1.59 4.30  -0.275
C -0.17 2.30 2.32  0.739
O 0.77 2.58 3.06  -0.660
O -0.24 2.51 1.02  -0.845
C -4.63 0.59 1.42  0.727
O -5.71 0.13 1.82  -0.683
O -4.30 0.85 0.19  -0.812
H -3.91 0.66 6.32  0.483
H -4.85 0.42 4.11  0.247
H -0.82 1.90 4.98  0.258
S -2.02 4.80 -2.87  -0.255
As -0.14 3.56 -3.03  0.935
S -1.31 3.97 -1.08  -0.269
S -0.37 1.73 -4.07  -0.640
S 1.73 4.49 -3.19  -0.614
N 0.46 0.77 -1.05  -1.248
S 1.75 0.28 -0.21  1.088
C 2.92 1.59 0.10  -0.183
C 4.19 1.18 0.53  -0.233
C 5.12 2.15 0.90  -0.221
C 4.79 3.52 0.82  -0.208
C 3.55 3.90 0.34  -0.181
C 2.59 2.93 -0.01  -0.187
C 2.69 -0.65 -1.40  -0.143
C 3.08 -0.08 -2.60  -0.230
C 3.83 -0.84 -3.52  -0.185
C 4.20 -2.16 -3.22  -0.212
C 3.79 -2.71 -1.99  -0.217
C 3.04 -1.95 -1.07  -0.241
H 0.71 0.96 -2.03  0.393
H 4.42 0.12 0.59  0.209
H 6.11 1.84 1.22  0.206
H 5.54 4.26 1.10  0.209
H 3.30 4.94 0.21  0.223
H 1.62 3.23 -0.38  0.265
H 2.78 0.95 -2.85  0.258
H 4.10 -0.41 -4.48  0.221
H 4.78 -2.77 -3.91  0.215
H 4.04 -3.73 -1.75  0.211
H 2.74 -2.38 -0.12  0.221
C -0.82 -2.04 0.26  -0.272
C -0.82 -3.58 0.11  -0.265
N -1.93 -4.13 -0.79  -0.399
C -1.79 -3.34 -2.10  -0.264
C -1.93 -1.79 -1.91  -0.274
N -2.04 -1.38 -0.42  -0.469
C -3.27 -2.12 0.12  -0.269
C -3.23 -3.63 -0.16  -0.265
H 0.08 -1.58 -0.17  0.217
H -0.84 -1.77 1.33  0.205
H -0.91 -4.05 1.10  0.196
H 0.15 -3.93 -0.31  0.197
H -2.56 -3.70 -2.80  0.200
H -0.81 -3.57 -2.55  0.199
H -2.82 -1.42 -2.45  0.215
H -1.06 -1.27 -2.35  0.233
H -4.17 -1.64 -0.32  0.244
H -3.33 -1.95 1.21  0.205
H -4.07 -3.95 -0.79  0.200
H -3.37 -4.19 0.78  0.197

Calculated values
E = -162810.3741 eV
E_HOMO = -0.184 hartree
Net charge = -1
Energy relative to the best compared isomer or geometry (same formula, charge and spin) = 0.000 eV
HOMO-LUMO gap = 0.261 Eh